Record 1
# C2H7N2O

C2H7N2O as an isolated structure in a non-equilibrium geometry (ωB97M-V with the def2-TZVPD basis set, OMol25).

Geometry as XYZ:
```
12
Properties=species:S:1:pos:R:3
C 1.07538 2.01431 -1.34933
C -1.54003 -1.22739 1.96576
N 1.10918 0.75761 -1.07041
N -0.32289 -1.03100 -0.00412
O -0.85498 -0.59949 1.09621
H 1.92802 2.42916 -1.80328
H -1.71673 -0.82625 2.98729
H -1.69769 -2.35336 1.70927
H 0.22661 2.73565 -1.11973
H 1.84653 0.23906 -1.46790
H 0.27067 -0.02557 -0.69641
H -0.32407 -2.11271 -0.24734
```

Properties
LUMO energy (alpha / beta) = -4.60 / -4.60 eV
energy relative to the best compared isomer or geometry (same formula, charge and spin) = 579.7 kJ/mol
maximum force = 3.80 eV Å⁻¹
charge = +1
HOMO (alpha / beta) = -13.59 / -13.59 eV

---

Record 2
# C2H7N2O

An isolated ion of composition C2H7N2O and charge +1 in a non-equilibrium geometry (ωB97M-V with the def2-TZVPD basis set, OMol25).

Geometry as XYZ:
```
12
Properties=species:S:1:pos:R:3
N 0.80967 -0.87149 -1.28915
C 0.57693 -0.90970 0.26475
C -0.22519 0.38823 0.39353
N -1.10863 0.50288 1.39509
O -0.13593 1.22280 -0.55331
H 1.70465 -1.15467 -1.73473
H 0.16406 -1.62578 -1.54197
H 0.56809 0.10654 -1.58512
H 1.59279 -0.82415 0.67899
H -0.01784 -1.78780 0.56885
H -1.29052 -0.18520 2.07531
H -1.65144 1.39781 1.27388
```

Properties
LUMO energy = -3.67 eV
energy relative to the best compared isomer or geometry (same formula, charge and spin) = 61.3 kJ/mol
SMILES string = NC(=O)C[NH3+]
maximum force = 3.48 eV Å⁻¹
charge = +1
HOMO = -15.30 eV

---

Record 3
# C2H7N2O

A 2-piece molecular cluster, C2H7N2O overall in a non-equilibrium geometry (ωB97M-V with the def2-TZVPD basis set, OMol25).

Geometry as XYZ:
```
12
Properties=species:S:1:pos:R:3
C 1.77626 -0.79876 1.47996
N 0.56437 -1.23114 1.62148
H 2.07407 0.24968 1.52133
H 2.65491 -1.37072 1.19986
H 0.30894 -2.26657 1.74545
H -0.18864 -0.48384 1.74521
C -0.61665 0.63828 -1.50223
N -1.84812 0.97303 -0.95948
O 0.32143 0.48162 -0.84171
H -0.81981 0.47311 -2.56778
H -2.62283 1.27937 -1.49285
H -1.94945 1.03561 0.08204
```

Properties
LUMO energy = -5.52 eV
energy relative to the best compared isomer or geometry (same formula, charge and spin) = 167.9 kJ/mol
maximum force = 6.75 eV Å⁻¹
charge = +1
HOMO = -13.98 eV